[1]
{"formula": "C3H2ClN2O", "method": "the ωB97M-V functional and the def2-TZVPD basis", "symbols": ["C", "C", "C", "N", "N", "O", "Cl", "H", "H"], "coordinates": [[-0.79060, -0.05181, -0.94454], [-0.21371, -0.80403, 0.98674], [0.88921, 0.39543, 0.48454], [-1.09523, -0.90970, 0.02013], [0.29056, 0.69985, -0.74272], [1.83991, 0.82548, 1.01711], [-0.16548, -1.59318, 2.38748], [-1.40208, 0.02556, -1.83447], [0.64742, 1.41240, -1.37427]], "spin_multiplicity": 3, "homo_ev": [-13.8, -16.7], "orbital_gap_ev": [10.3, 6.9], "s2": 2.026, "total_charge": 1}

[2]
{"formula": "C4H4N2O2", "method": "the ωB97M-V functional and the def2-TZVPD basis", "symbols": ["C", "C", "C", "C", "H", "H", "H", "H", "N", "N", "O", "O"], "coordinates": [[-1.12445, -0.34714, -0.07057], [-0.01067, -0.99224, 0.06226], [1.28582, -0.35724, -0.02041], [0.20610, 1.59229, 0.06057], [-2.72137, -0.37995, 0.77371], [-0.08466, -2.08738, 0.26888], [0.22243, 2.74404, 0.18426], [-1.69618, 1.50721, -0.73840], [1.36356, 1.02638, 0.16814], [-1.01006, 1.04115, -0.14495], [-2.38657, -0.88058, 0.00556], [2.34463, -1.07325, -0.11080]], "homo_ev": -9.5, "orbital_gap_ev": 9.6, "smiles": "O=c1cc(O)[nH]cn1"}

[3]
{"formula": "C36H60F5N4O9P3S", "method": "the ωB97M-V functional and the def2-TZVPD basis", "symbols": ["C", "C", "C", "C", "C", "N", "C", "C", "C", "C", "C", "C", "C", "C", "F", "F", "C", "F", "F", "F", "C", "C", "C", "C", "C", "C", "C", "C", "S", "C", "N", "N", "C", "O", "C", "C", "N", "C", "P", "C", "C", "C", "H", "H", "H", "H", "H", "H", "H", "H", "H", "H", "H", "H", "H", "H", "H", "H", "H", "H", "H", "H", "H", "H", "H", "H", "H", "H", "H", "H", "H", "H", "H", "H", "H", "H", "H", "H", "H", "H", "H", "H", "H", "H", "C", "O", "P", "O", "O", "C", "O", "C", "H", "H", "H", "H", "H", "H", "H", "H", "H", "C", "O", "P", "O", "O", "C", "O", "C", "H", "H", "H", "H", "H", "H", "H", "H", "H"], "coordinates": [[2.97175, 3.42243, 1.45931], [2.00065, 4.03321, 0.34986], [2.75429, 4.71745, -0.85127], [3.84423, 3.80621, -1.55890], [3.22090, 2.49995, -2.20051], [2.83268, 1.54311, -1.31139], [2.31488, 0.39290, -1.90742], [1.85240, -0.70478, -0.97594], [1.95118, -0.42750, 0.57125], [1.32331, -1.99494, -1.47074], [0.81412, -3.15908, -0.55331], [1.79828, -3.59121, 0.61426], [1.28059, -3.31394, 2.08537], [-0.20047, -3.73708, 2.37115], [-1.13519, -2.73850, 2.06553], [-0.29957, -3.89006, 3.77248], [-0.64837, -5.13024, 1.76037], [0.35799, -6.05726, 1.67295], [-1.35292, -4.99935, 0.57671], [-1.57764, -5.67108, 2.65256], [1.25168, -2.13986, -2.98703], [0.70364, -3.43228, -3.69878], [-0.87630, -3.43234, -3.88821], [-1.37807, -1.98308, -4.25805], [-2.86683, -1.95799, -4.82075], [-3.80498, -1.38382, -3.65136], [-3.79292, 0.19173, -3.78460], [-4.09830, 0.88937, -2.37657], [-5.94460, 1.04871, -2.24054], [-6.23650, 2.49560, -1.17766], [-7.44061, 2.87206, -0.67643], [-7.31945, 4.01241, 0.05425], [-5.99903, 4.34206, 0.02224], [-5.30906, 3.42374, -0.72603], [1.68658, -1.06111, -3.89001], [2.22353, 0.25501, -3.37162], [2.57527, 1.20228, -4.33269], [3.06159, 2.30934, -3.68714], [3.59055, 3.73167, -4.82532], [2.84728, 5.36158, -4.26426], [2.70413, 3.37741, -6.46813], [1.11442, 3.32203, -6.16045], [2.35457, 3.30038, 2.39267], [3.34742, 2.40890, 1.14730], [3.84353, 4.12101, 1.60498], [1.31845, 4.76390, 0.87184], [1.34253, 3.21395, -0.06361], [1.97928, 4.98295, -1.63710], [3.25227, 5.69026, -0.57377], [4.52212, 3.41671, -0.73601], [4.50539, 4.34770, -2.28254], [2.72729, -1.05442, 1.08566], [0.95455, -0.74928, 1.01223], [2.06224, 0.65704, 0.81947], [-0.22756, -2.89861, -0.22595], [0.70790, -4.06387, -1.22701], [2.73879, -2.97559, 0.48095], [2.12482, -4.66364, 0.56526], [1.39478, -2.25528, 2.43614], [1.93124, -3.93499, 2.77592], [1.14298, -3.43424, -4.74386], [1.05861, -4.38413, -3.21097], [-1.39045, -3.82494, -2.96556], [-1.19935, -4.11799, -4.73173], [-1.33105, -1.24484, -3.41152], [-0.71973, -1.60873, -5.10219], [-3.22810, -2.96545, -5.16195], [-2.98265, -1.22994, -5.68009], [-3.32472, -1.67386, -2.66913], [-4.82749, -1.84554, -3.68712], [-2.78372, 0.54733, -4.14117], [-4.58492, 0.50782, -4.51541], [-3.72024, 0.23053, -1.54068], [-3.58979, 1.88741, -2.30751], [-5.59597, 5.23500, 0.56292], [1.63662, -1.21071, -5.00269], [2.79228, 6.09923, -5.12104], [3.55106, 5.83941, -3.51598], [1.86865, 5.24072, -3.72524], [2.82473, 4.25318, -7.17213], [3.01032, 2.40137, -6.91886], [0.55208, 4.16902, -6.63610], [0.70017, 2.32697, -6.49823], [0.90723, 3.38306, -5.05038], [1.60578, -7.86457, 8.16557], [1.51305, -7.73122, 6.74658], [1.56335, -9.21146, 5.89493], [3.06837, -9.34083, 6.03607], [1.17658, -8.45682, 4.49088], [0.53887, -7.18425, 4.44740], [1.35716, -10.71669, 5.14133], [2.23821, -11.05993, 4.08134], [1.54323, -6.87028, 8.60887], [0.78259, -8.47270, 8.54353], [2.56008, -8.31120, 8.45059], [1.28276, -6.39543, 4.57806], [-0.24147, -7.09930, 5.20312], [0.08362, -7.06307, 3.47300], [3.21120, -11.35112, 4.47726], [2.35112, -10.24144, 3.37085], [1.80960, -11.91650, 3.55731], [-2.55227, 4.47558, 3.38815], [-2.32027, 5.69987, 4.08636], [-2.49365, 7.10488, 3.12567], [-1.12211, 6.88788, 2.50538], [-2.37717, 8.07751, 4.44080], [-2.67427, 7.63053, 5.75859], [-2.81775, 8.45563, 2.14751], [-1.80310, 9.44043, 2.00735], [-2.43721, 3.65120, 4.09241], [-3.56556, 4.45605, 2.98374], [-1.82711, 4.34632, 2.58253], [-1.81461, 7.09930, 6.16999], [-3.55855, 6.99411, 5.77842], [-2.86509, 8.50506, 6.38191], [-1.02694, 9.08978, 1.32716], [-1.36699, 9.70861, 2.96920], [-2.26263, 10.33153, 1.57513]], "homo_ev": -7.9, "orbital_gap_ev": 5.2, "smiles": "CCCCc1nc2c(C)c(CCCC(F)(F)C(F)(F)F)c(CCCCCCCSc3nnco3)cc2nc1P(C)CC.COP(=O)(OC)OC.COP(=O)(OC)OC"}

[4]
{"formula": "C4H11N2O", "method": "the ωB97M-V functional and the def2-TZVPD basis", "symbols": ["C", "C", "C", "C", "N", "N", "O", "H", "H", "H", "H", "H", "H", "H", "H", "H", "H", "H"], "coordinates": [[0.19249, 0.32379, 0.01704], [-2.13484, 0.58662, -0.05785], [-1.08285, -1.63860, -0.41670], [2.74158, -0.31929, 0.43588], [-0.93426, -0.22826, -0.20257], [0.43559, 1.59484, 0.18271], [1.64307, -0.63971, -0.15905], [-2.43152, 1.00272, -0.98712], [-3.08294, 0.02663, 0.13832], [-2.03856, 1.28661, 0.80393], [-0.28771, -2.04637, -0.95764], [-1.00161, -2.12680, 0.63429], [-1.99545, -1.80988, -1.02954], [2.59383, 0.56019, 1.08066], [3.60660, -0.03572, -0.32371], [3.20443, -1.04372, 1.02025], [-0.29163, 2.25164, 0.26169], [1.28664, 2.03304, 0.48355]], "homo_ev": -14.3, "orbital_gap_ev": 10.4, "smiles": "COC(=[NH2+])N(C)C", "total_charge": 1}